Density functional theory data (ωB97M-V/def2-TZVPD) for a structure of composition C33H33BClF2Ge2PPd.

XYZ file:
```
74
Properties=species:S:1:pos:R:3:mulliken_charge:R:1
Pd 0.06 0.03 0.76 0.626
Cl -1.28 -2.09 0.06 -0.080
C -2.63 -1.61 -0.97 0.415
C -3.32 -2.61 -1.60 -0.699
C -4.40 -2.26 -2.42 -0.568
C -4.77 -0.94 -2.58 -0.826
C -4.06 0.06 -1.93 -0.559
C -2.98 -0.26 -1.10 0.220
P -2.10 1.02 -0.25 1.056
C -2.20 0.92 1.52 0.084
C -1.32 1.76 2.25 0.056
C -1.33 1.71 3.64 -1.153
C -2.19 0.84 4.29 -0.559
C -3.05 0.00 3.57 -0.877
C -3.05 0.02 2.19 -0.894
C -2.38 2.62 -0.92 0.313
C -2.80 3.70 -0.12 -0.244
C -3.01 4.93 -0.70 -0.760
C -2.79 5.10 -2.07 -0.502
C -2.36 4.04 -2.87 -0.844
C -2.14 2.80 -2.30 -0.239
H -3.03 -3.65 -1.48 0.557
H -4.95 -3.05 -2.92 0.452
H -5.61 -0.68 -3.20 0.475
H -4.36 1.10 -2.05 0.518
H -0.72 2.50 1.74 0.884
H -0.69 2.37 4.21 0.531
H -2.21 0.82 5.38 0.477
H -3.72 -0.66 4.10 0.502
H -3.72 -0.62 1.63 0.538
H -3.00 3.55 0.93 0.489
H -3.37 5.76 -0.10 0.481
H -2.97 6.07 -2.52 0.454
H -2.20 4.19 -3.93 0.468
H -1.80 1.98 -2.92 0.576
C 4.10 1.04 -0.21 -1.187
Ge 2.27 1.56 0.34 0.624
C 2.32 2.43 2.08 -1.028
C 1.32 2.65 -0.98 -0.681
Ge 2.09 -1.12 -0.06 -0.627
C 2.33 -1.68 -1.83 0.700
C 1.90 -0.90 -2.91 0.007
C 2.12 -1.33 -4.20 -0.736
C 2.77 -2.55 -4.42 -0.542
C 3.21 -3.32 -3.35 -0.799
C 3.00 -2.89 -2.06 -0.492
C 2.44 -2.38 1.34 0.520
C 3.18 -2.10 2.50 0.227
C 3.42 -3.09 3.44 -0.790
C 2.94 -4.37 3.23 -0.573
C 2.21 -4.67 2.07 -0.864
C 1.99 -3.69 1.12 -0.260
H 4.63 2.00 -0.26 0.514
H 4.17 0.56 -1.18 0.460
H 4.60 0.43 0.55 0.419
H 2.65 3.45 1.86 0.530
H 3.05 1.97 2.75 0.386
H 1.36 2.47 2.58 0.160
H 1.87 3.59 -1.05 0.480
H 0.31 2.87 -0.62 0.033
H 1.26 2.21 -1.97 0.309
H 1.40 0.05 -2.75 0.244
H 1.79 -0.74 -5.04 0.467
H 2.95 -2.89 -5.44 0.439
H 3.73 -4.25 -3.53 0.462
H 3.37 -3.48 -1.23 0.457
H 3.57 -1.10 2.68 0.385
H 4.00 -2.86 4.32 0.476
H 3.13 -5.15 3.95 0.452
H 1.85 -5.68 1.91 0.465
H 1.44 -3.94 0.22 0.519
F -0.14 -1.79 2.90 -0.184
B 0.59 -0.77 2.56 0.798
F 1.28 -0.04 3.40 -0.138
```

Summary:
- Calculated total energy: -6584.26096 hartree
- 2S+1: 2
- Charge: +3
- ⟨S²⟩: 0.766
- HOMO-LUMO gap (spin up / spin down): 6.7 / 5.3 eV
- Energy relative to the best compared isomer or geometry (same formula, charge and spin): 18.64 kJ/mol
- HOMO energy (spin up / spin down): -16.8 / -17.1 eV


Density functional theory data (ωB97M-V/def2-TZVPD) for a structure of composition C33H33BrN2PPdSe at a distorted geometry.

XYZ file:
```
72
Properties=species:S:1:pos:R:3:mulliken_charge:R:1
Pd -0.55 -0.34 0.58 -0.478
C -5.67 2.93 -0.18 -1.375
C -4.22 2.82 0.08 0.320
C -3.38 3.92 0.22 -0.353
C -2.02 3.75 0.45 -0.689
C -1.56 2.46 0.51 0.818
Br 0.31 2.05 0.80 -0.173
N -2.32 1.38 0.38 -0.083
C -3.62 1.55 0.18 -0.433
H -5.98 3.96 -0.27 0.382
H -6.24 2.47 0.63 0.355
H -5.94 2.40 -1.09 0.356
H -3.79 4.92 0.15 0.432
H -1.36 4.59 0.57 0.434
H -4.23 0.67 0.09 0.486
N -2.42 -1.80 0.44 -0.194
C -2.17 -3.18 0.17 -0.237
C -3.20 -4.11 0.26 -0.402
C -2.97 -5.44 -0.06 -0.679
C -1.71 -5.85 -0.47 -0.864
C -0.68 -4.94 -0.55 -0.478
C -0.89 -3.60 -0.21 0.416
P 0.48 -2.42 -0.05 1.941
C 1.21 -2.79 1.58 0.192
C 1.21 -1.74 2.51 0.342
C 1.73 -1.94 3.78 -0.992
C 2.25 -3.18 4.12 -0.583
C 2.24 -4.23 3.20 -0.869
C 1.72 -4.03 1.93 0.081
C 1.73 -2.87 -1.28 0.590
C 3.08 -2.99 -0.94 -0.616
C 3.98 -3.46 -1.87 -0.777
C 3.55 -3.79 -3.16 -0.592
C 2.22 -3.60 -3.52 -0.755
C 1.31 -3.13 -2.59 -0.536
H -2.83 -1.36 -0.40 0.400
H -3.08 -1.70 1.21 0.305
H -4.20 -3.79 0.54 0.443
H -3.78 -6.14 -0.01 0.445
H -1.53 -6.89 -0.72 0.457
H 0.30 -5.26 -0.87 0.428
H 0.83 -0.75 2.20 0.016
H 1.73 -1.14 4.50 0.491
H 2.66 -3.34 5.10 0.465
H 2.64 -5.19 3.48 0.461
H 1.72 -4.84 1.22 0.440
H 3.41 -2.75 0.07 0.683
H 5.01 -3.60 -1.60 0.503
H 4.26 -4.17 -3.88 0.472
H 1.90 -3.83 -4.52 0.491
H 0.28 -2.99 -2.86 0.505
C 9.57 0.19 -0.31 -1.394
C 8.10 0.28 -0.35 0.690
C 7.35 0.46 0.83 -0.929
C 5.97 0.51 0.83 0.941
C 5.22 0.71 2.11 -1.666
C 5.29 0.36 -0.40 0.388
Se 3.43 0.37 -0.43 0.288
C 6.02 0.21 -1.61 0.767
C 5.31 0.16 -2.92 -1.645
C 7.40 0.17 -1.56 -0.851
H 9.94 0.03 0.69 0.394
H 10.01 1.11 -0.70 0.359
H 9.92 -0.60 -0.98 0.407
H 7.88 0.53 1.77 0.458
H 5.84 1.23 2.84 0.458
H 4.95 -0.25 2.54 0.337
H 4.31 1.29 1.95 0.429
H 4.33 -0.33 -2.82 0.284
H 5.90 -0.36 -3.68 0.429
H 5.15 1.18 -3.28 0.344
H 7.95 0.05 -2.48 0.522
```

Summary:
- Calculated total energy: -6830.50909 hartree
- 2S+1: 1
- Charge: +3
- HOMO-LUMO gap (spin up / spin down): 5.7 / 5.7 eV
- Energy relative to the best compared isomer or geometry (same formula, charge and spin): 248.72 kJ/mol
- HOMO energy (spin up / spin down): -16.8 / -16.8 eV